The following is a DFT calculation (ωB97M-V with the def2-TZVPD basis set) of the molecule C3H6N4.

XYZ file:
```
13
Properties=species:S:1:pos:R:3:lowdin_charge:R:1
H -1.020 2.629 0.211 0.079
N -1.234 1.590 -0.037 0.077
C -0.185 0.817 -0.090 -0.407
C 1.363 0.926 0.085 -0.106
N 1.852 -0.520 0.007 0.019
C 0.814 -1.254 -0.023 -0.169
N -0.442 -0.533 -0.232 -0.147
N -1.735 -1.152 0.165 0.029
H 1.768 1.529 -0.775 0.119
H 1.776 1.344 1.033 0.118
H 0.863 -2.395 0.150 0.145
H -2.385 -1.146 -0.784 0.153
H -2.043 -0.589 1.008 0.088
```

Output
**Largest force on an atom**: 4.25 eV/A
**Calculated total energy**: -336.8574 Ha
**Relative energy (zero: lowest compared OMol25 entry of this formula, charge and spin)**: 57.66 kcal per mole
**2S+1**: 1

The following is a DFT calculation (ωB97M-V with the def2-TZVPD basis set) of a cluster of 4 separate species, C23H48IN3O10 in total.

XYZ file:
```
85
Properties=species:S:1:pos:R:3:lowdin_charge:R:1
C -1.004 2.582 -2.847 -0.100
C -1.235 2.091 -1.426 -0.241
C -0.300 0.960 -0.991 -0.201
N -0.424 -0.135 -1.939 0.035
C 0.501 -1.244 -1.719 -0.466
C 0.133 -2.287 -2.778 -0.039
C 1.035 -3.508 -2.920 -0.339
O 0.422 -4.335 -3.938 -0.042
C 2.469 -3.237 -3.363 -0.199
N 3.417 -3.107 -2.231 0.024
O 1.825 -0.751 -1.782 -0.126
C 2.153 -0.002 -2.933 -0.098
C 0.370 -1.785 -0.289 -0.386
C -1.053 -2.194 0.117 -0.055
C -1.469 -3.593 -0.225 -0.574
O -2.381 -3.779 -0.947 0.124
O -0.840 -4.619 0.334 0.080
N 1.311 -2.903 -0.087 -0.418
I 1.795 -3.069 1.920 0.838
H -0.062 3.115 -2.914 0.070
H -1.087 1.800 -3.587 0.061
H -1.778 3.313 -3.068 0.063
H -1.226 2.894 -0.703 0.109
H -2.235 1.671 -1.375 0.080
H 0.698 1.372 -1.018 0.105
H -0.606 0.711 0.026 0.094
H -1.372 -0.479 -2.007 0.127
H -0.869 -2.660 -2.609 0.118
H 0.084 -1.797 -3.746 0.126
H 1.088 -4.141 -2.045 0.129
H 0.815 -4.077 -4.781 0.081
H 2.550 -2.416 -4.068 0.107
H 2.778 -4.119 -3.918 0.117
H 4.161 -3.779 -2.335 0.075
H 3.829 -2.183 -2.266 0.050
H 1.405 -0.026 -3.715 0.094
H 2.326 1.043 -2.690 0.085
H 3.084 -0.375 -3.358 0.075
H 0.675 -1.021 0.418 0.087
H -1.083 -2.129 1.204 0.100
H -1.809 -1.514 -0.231 0.119
H -1.445 -5.371 0.239 0.137
H 2.208 -2.666 -0.517 -0.017
C 6.532 0.801 2.017 -0.064
C 5.094 0.325 1.991 -0.238
O 4.216 1.298 1.415 0.000
C 3.994 1.414 0.091 -0.511
C 4.881 0.663 -0.876 0.026
O 3.134 2.156 -0.298 0.104
H 6.919 0.968 1.011 0.068
H 7.168 0.068 2.513 0.082
H 6.605 1.749 2.551 0.084
H 4.979 -0.638 1.491 0.105
H 4.742 0.187 3.012 0.122
H 5.685 1.322 -1.201 0.100
H 4.279 0.384 -1.739 0.050
H 5.306 -0.254 -0.473 0.074
C -6.289 4.541 0.927 -0.063
C -5.332 4.162 -0.185 -0.232
O -4.249 3.363 0.298 0.004
C -4.314 2.028 0.450 -0.513
C -5.653 1.333 0.361 0.023
O -3.310 1.425 0.720 0.076
H -6.761 3.663 1.369 0.068
H -7.072 5.198 0.549 0.083
H -5.754 5.054 1.725 0.085
H -5.835 3.669 -1.018 0.114
H -4.870 5.061 -0.589 0.124
H -6.060 1.225 1.365 0.099
H -5.496 0.345 -0.066 0.092
H -6.379 1.842 -0.270 0.071
C -1.532 1.327 2.952 -0.073
C -0.614 1.478 4.146 -0.222
O -1.251 1.065 5.361 0.001
C -1.294 -0.215 5.776 -0.529
C -0.886 -1.316 4.821 0.000
O -1.714 -0.463 6.874 0.101
H -1.809 0.284 2.791 0.066
H -1.052 1.696 2.047 0.070
H -2.456 1.881 3.106 0.080
H 0.335 0.956 4.011 0.114
H -0.371 2.530 4.289 0.123
H -1.778 -1.699 4.327 0.095
H -0.430 -2.116 5.399 0.090
H -0.161 -1.011 4.069 0.038
```

Output
**Largest force on an atom**: 3.22 eV/A
**Calculated total energy**: -2119.5082 Ha
**2S+1**: 1